# 1
{
  "formula": "C15H18ClHgIN3O",
  "method": "ωB97M-V with the def2-TZVPD basis set",
  "lumo_energy_ev": [-0.5, -2.1],
  "relative_energy_kcal_mol": 0.8,
  "largest_force_ev_per_a": 4.27,
  "multiplicity": 2,
  "orbital_gap_ha": [0.281, 0.225],
  "elements": ["Hg", "Cl", "C", "C", "C", "I", "C", "O", "C", "N", "C", "C", "C", "C", "H", "H", "H", "H", "C", "C", "N", "C", "C", "C", "C", "N", "H", "H", "H", "H", "H", "H", "H", "H", "H", "H", "H", "H", "H", "H"],
  "coordinates": [[0.08138, -1.79534, 3.62677], [1.84191, -4.63930, 2.47980], [1.12554, -4.14846, 1.02265], [-0.06506, -4.80906, 0.57897], [-0.49473, -4.59415, -0.72266], [-2.15506, -5.47614, -1.42603], [0.15619, -3.62112, -1.57784], [-0.28769, -3.57416, -2.74173], [1.26705, -2.82825, -1.06336], [1.84824, -1.88682, -1.81086], [2.87812, -1.16978, -1.37972], [3.45799, -1.38680, -0.15492], [2.92350, -2.41398, 0.70539], [1.72172, -3.12558, 0.21828], [-0.70144, -5.45447, 1.20906], [3.22135, -0.49106, -2.19148], [4.36809, -0.86385, 0.11782], [3.43391, -2.83467, 1.56473], [-1.85582, 2.27655, 2.52008], [-0.72379, 2.88915, 1.63605], [-1.03771, 2.58663, 0.21055], [-1.69344, 3.63129, -0.57165], [-0.72926, 4.37504, -1.39724], [-0.68522, 1.35585, -0.23834], [-1.19314, 0.95588, -1.59781], [-0.04617, 0.50849, 0.53421], [-1.77473, 2.67315, 3.54000], [-1.85281, 1.20601, 2.64841], [-2.81618, 2.56178, 2.04597], [0.27702, 2.49900, 1.82939], [-0.69494, 3.94581, 1.76823], [-2.20489, 4.32488, 0.15070], [-2.48574, 3.12146, -1.07476], [0.13302, 4.72647, -0.84999], [-1.14901, 5.42181, -1.67672], [-0.36240, 3.99370, -2.36823], [-2.16896, 0.56790, -1.36903], [-0.58071, 0.04974, -1.86440], [-1.13548, 1.75477, -2.30722], [0.15936, -0.31238, -0.02306]]
}

# 2
{
  "formula": "C8H16IN2O",
  "method": "ωB97M-V with the def2-TZVPD basis set",
  "lumo_energy_ev": -5.2,
  "relative_energy_kcal_mol": 0.0,
  "largest_force_ev_per_a": 5.88,
  "charge": 1,
  "orbital_gap_ha": 0.317,
  "elements": ["C", "C", "C", "C", "C", "C", "C", "C", "N", "N", "O", "I", "H", "H", "H", "H", "H", "H", "H", "H", "H", "H", "H", "H", "H", "H", "H", "H"],
  "coordinates": [[1.99720, 2.20728, -0.25204], [-1.30677, -1.95058, -0.54823], [-0.07854, -2.22293, 0.27714], [-1.32926, -0.66022, -1.14379], [0.20628, -1.08776, 1.28885], [-1.08949, 0.53627, -0.16427], [-2.35234, 0.57410, 0.72973], [1.75928, 0.71289, -0.64617], [3.05782, 2.75604, -0.74919], [0.10645, 0.19900, 0.70203], [1.27941, 2.79204, 0.51194], [3.37096, -0.55511, -0.28770], [-1.33769, -2.81422, -1.37063], [-2.17909, -2.17337, 0.02832], [-0.17897, -3.16997, 0.86362], [0.71103, -2.39680, -0.36578], [-0.60671, -0.51880, -1.98561], [-2.32761, -0.35063, -1.59410], [-0.47507, -1.22574, 2.14009], [1.24582, -1.19628, 1.62919], [-0.91114, 1.47123, -0.57014], [-3.25508, 0.97158, 0.22981], [-2.03746, 1.31628, 1.45432], [-2.57802, -0.40655, 1.06458], [0.95687, 0.29881, -1.23517], [3.91958, 2.35410, -1.14716], [3.33737, 3.70028, -0.33565], [0.09518, 0.83902, 1.47599]]
}